This record from OMol25 describes a molecular structure, C47H63ClFO2PSi2 at a distorted geometry. The level of theory is wB97M-V/def2-TZVPD.

Results
HOMO energy	-9.13	eV
E	-3459.642477	hartree
Kohn-Sham gap	0.348	Eh

Element x y z (Å)
1 Cl 1.8967 0.0123 0.2100
2 P -4.2626 2.0774 5.2627
3 Si -2.9089 0.6357 4.1888
4 Si -0.1569 1.4635 3.9418
5 F -0.8319 4.2872 2.8369
6 O -1.7705 1.6272 3.3799
7 O -3.6524 3.4859 5.1556
8 C -4.5626 0.5135 1.8313
9 C -3.4549 4.3405 -0.3794
10 C -4.2805 -6.7801 -5.2082
11 C 3.4318 4.9352 -3.1462
12 C 4.2849 -6.7108 -0.6912
13 C 2.9608 4.0380 -2.1954
14 C -4.2200 -6.6230 -3.8287
15 C 5.4637 -6.9287 0.0125
16 C 0.6506 -2.4847 -2.7743
17 C 5.6902 -4.5587 0.3629
18 C 3.0007 -2.8739 -3.1187
19 C 0.9462 2.4342 1.0503
20 C -3.5855 0.4693 0.6044
21 C -2.9901 -6.4690 -3.2007
22 C 1.9758 -2.1787 -2.4895
23 C -3.9950 -0.3715 3.0148
24 C 7.3615 -1.3134 2.5287
25 C -9.1230 4.0867 0.4472
26 C -1.8214 -6.4639 -3.9523
27 C -1.8824 -6.6157 -5.3325
28 C -2.9522 3.0222 0.3354
29 C 9.5341 0.1107 1.5409
30 C 3.3501 3.2061 -4.8186
31 C -0.1105 4.3941 4.0107
32 C -8.0034 3.7762 1.2095
33 C 0.3504 -3.4845 -3.6916
34 C 3.8121 -5.4168 -0.8735
35 C 1.3763 -4.1839 -4.3175
36 C -9.5045 5.4119 0.2803
37 C 7.2239 -0.5453 1.3784
38 C 4.5171 -4.3400 -0.3484
39 C -3.7595 1.8032 -0.2332
40 C 3.6246 4.5201 -4.4581
41 C 0.7932 0.3873 2.6816
42 C 6.1654 -5.8522 0.5419
43 C 2.8874 2.3067 -3.8659
44 C 2.6912 2.7225 -2.5546
45 C 8.3108 0.1654 0.8840
46 C -7.2675 4.7909 1.8109
47 C 1.6426 1.1732 1.6345
48 C -8.7675 6.4270 0.8783
49 C -3.1117 -6.7784 -5.9595
50 C 2.7014 -3.8801 -4.0292
51 C 0.6888 3.1097 4.3817
52 C -7.6524 6.1159 1.6467
53 C 9.6728 -0.6615 2.6881
54 C 8.5871 -1.3751 3.1805
55 H 1.5151 -0.2148 3.2881
56 H -0.2185 0.6685 5.1893
57 H 10.3797 0.6689 1.1583
58 H 2.8044 4.3638 -1.1736
59 H 2.3284 2.0210 -1.8126
60 H -0.8626 -6.3415 -3.4628
61 H -2.5364 0.3956 0.9630
62 H 4.0331 -2.6323 -2.8980
63 H 1.7139 3.0914 3.9460
64 H 2.2120 -1.3987 -1.7762
65 H -0.9717 -6.6081 -5.9192
66 H 3.7346 -7.5504 -1.0990
67 H -5.5665 0.2071 1.4837
68 H 6.2363 -3.7194 0.7780
69 H 2.6787 1.2807 -4.1453
70 H 1.1422 -4.9662 -5.0300
71 H 0.1260 -0.3652 2.2076
72 H 0.8318 3.1218 5.4860
73 H 4.1515 -3.3307 -0.4929
74 H -0.7498 4.7626 4.8368
75 H -0.1480 -1.9429 -2.2814
76 H -0.6825 -3.7200 -3.9182
77 H -5.5641 2.1210 4.6851
78 H -0.1534 2.3197 0.9570
79 H -10.3762 5.6542 -0.3152
80 H -6.3960 4.5459 2.4072
81 H 6.5130 -1.8647 2.9162
82 H -4.2518 1.6892 6.6359
83 H -5.1313 -6.6217 -3.2433
84 H -7.0813 6.9070 2.1172
85 H -3.3368 1.5742 -1.2380
86 H 5.8347 -7.9371 0.1496
87 H -4.8768 -0.7182 3.6134
88 H -4.5527 4.4634 -0.3334
89 H 10.6274 -0.7070 3.1979
90 H 1.3407 2.6404 0.0360
91 H -4.5980 1.5695 2.1838
92 H -2.9421 -6.3521 -2.1248
93 H 2.8949 -5.2466 -1.4242
94 H -7.7043 2.7424 1.3366
95 H 8.2040 0.7627 -0.0133
96 H 7.0821 -6.0215 1.0938
97 H 0.6337 5.2059 3.8409
98 H 8.6959 -1.9791 4.0732
99 H -1.8920 2.9068 0.0191
100 H 3.5010 -4.4273 -4.5140
101 H 3.6480 5.9587 -2.8648
102 H -5.2389 -6.9037 -5.6976
103 H 6.2693 -0.5011 0.8674
104 H -9.0625 7.4606 0.7455
105 H 1.1841 3.3375 1.6508
106 H -3.0734 4.2961 -1.4236
107 H -3.5197 -1.2999 2.6301
108 H -3.7600 -0.4122 -0.0497
109 H 3.9886 5.2204 -5.1999
110 H -3.0342 3.1484 1.4319
111 H -3.1589 -6.9033 -7.0345
112 H 2.6672 1.3960 1.9902
113 H 3.4980 2.8831 -5.8418
114 H -4.8243 2.1003 -0.3000
115 H -2.2958 -0.2737 5.1641
116 H -2.9814 5.2298 0.0857
117 H -9.6989 3.2951 -0.0169

***

This record from OMol25 describes a molecular structure, C39H88F3IO26P2S8 at a distorted geometry. The level of theory is wB97M-V/def2-TZVPD.

Results
HOMO energy	-9.16	eV
E	-7960.170338	hartree
Kohn-Sham gap	0.318	Eh

Element x y z (Å)
1 I 1.0441 -3.1817 -1.4239
2 S 5.3703 -5.1007 -2.8139
3 S -1.5549 3.5607 -1.0243
4 S -0.1294 7.3706 3.0018
5 S -6.7172 0.0307 -5.7336
6 S 3.1056 -2.0906 0.8123
7 S 10.2310 0.6032 0.0254
8 S -5.4304 -8.6634 -1.5541
9 S 4.6939 10.3821 5.0773
10 P 3.7606 1.3936 0.6176
11 P 1.9982 1.0359 3.4474
12 F -2.1737 -0.9285 0.8987
13 F -2.8277 -1.1068 3.0506
14 F -1.5862 -2.7653 2.1923
15 O -4.7848 -9.7911 -0.5922
16 O 0.7847 1.1625 4.3628
17 O -0.5541 6.6076 1.8568
18 O 3.7332 11.1503 5.8216
19 O 4.0625 -4.5700 -3.0949
20 O -6.8304 -0.6733 -4.4830
21 O 4.5817 -2.3423 0.5613
22 O -4.9767 -8.8826 -2.9012
23 O 9.6738 1.1584 -1.1788
24 O 5.2558 -6.1673 -1.6040
25 O -7.9971 -0.3276 -6.6539
26 O -6.3642 -1.0004 3.3191
27 O 3.4302 -1.5954 -1.7998
28 O 9.7789 -0.9429 0.1477
29 O 4.6637 0.7360 -0.4248
30 O -0.7888 7.2543 4.2742
31 O 6.1982 -5.6601 -3.8501
32 O -0.0552 8.9325 2.5919
33 O 6.1388 10.5161 5.7884
34 O -5.3106 -7.3803 -0.9126
35 O -0.6561 -0.6579 2.6020
36 O 10.0594 1.2423 1.3031
37 O -6.4874 1.4495 -5.7878
38 O 2.5455 -3.4460 1.1974
39 O 3.0180 -0.9515 2.0166
40 O 4.4658 8.9996 4.7427
41 C -2.7011 -8.8079 0.2118
42 C 6.3067 -3.8753 -1.9497
43 C -9.3024 -0.0898 -6.1235
44 C 0.2424 0.0425 -1.4246
45 C -5.4903 -0.7662 -6.7292
46 C 5.0923 11.2526 3.5891
47 C 6.2371 8.6530 7.3621
48 C -0.3536 2.0738 1.1694
49 C 0.4299 -0.0839 -3.0431
50 C -2.2644 9.8235 3.1220
51 C 7.4064 -0.9536 -0.4373
52 C 4.3513 -7.2622 -1.7477
53 C -3.3629 -9.9290 -0.5677
54 C -6.4695 -2.4563 1.3191
55 C -6.1673 -1.7747 -0.1006
56 C -7.2367 -1.3802 2.2298
57 C 2.3565 -1.5458 -0.8239
58 C 1.7864 -0.1130 1.9319
59 C -4.7703 -3.3672 -1.6009
60 C -1.0859 3.4690 0.7628
61 C -6.8281 -1.5927 4.5678
62 C 8.4584 -1.2314 0.6191
63 C -2.1841 -0.7434 -3.1395
64 C 11.9558 0.3121 -0.2440
65 C 6.2532 10.1577 7.1673
66 C -1.7696 -1.3809 2.1648
67 C 1.9368 0.7524 0.5826
68 C 1.6043 7.1189 3.2498
69 C 0.5738 -1.1277 2.0027
70 C -4.1928 -2.5182 -2.8266
71 C -7.1143 -9.1918 -1.4246
72 C -2.6510 -2.1650 -2.5225
73 C 1.1314 2.1712 0.6301
74 C -0.7173 -0.9452 -3.7457
75 C -1.2255 9.5488 2.0508
76 C 1.7070 -0.0618 -0.8003
77 C 4.8887 -8.3166 -2.6976
78 C -6.2690 -2.8906 -1.2660
79 C -9.6494 1.3873 -6.1213
80 H 7.6511 -1.4682 -1.3701
81 H 1.7610 3.0025 1.1120
82 H -2.0400 -3.0439 -2.9202
83 H 12.4272 1.2750 -0.4427
84 H 5.9553 10.7780 3.1237
85 H -3.1464 -10.8814 -0.0782
86 H -5.5161 -2.8234 1.8432
87 H -1.9323 3.6489 1.4937
88 H 4.2292 -7.7032 -0.7557
89 H -2.4390 -2.1349 -1.3922
90 H 1.0603 2.4858 -0.4770
91 H 6.9886 8.1746 6.7293
92 H 5.4683 10.6417 7.7560
93 H 4.3723 1.2292 1.9000
94 H -9.5032 1.8188 -7.1144
95 H 7.2089 10.5535 7.5181
96 H 0.9199 -2.0301 2.6274
97 H 2.3925 2.3756 3.0660
98 H -0.9616 1.2369 0.7014
99 H 1.9647 7.8397 3.9833
100 H -4.8098 -4.4962 -1.8081
101 H 5.2686 8.2298 7.0894
102 H -0.7663 -0.5854 -4.8392
103 H 5.7000 -3.4684 -1.1417
104 H 4.2368 -9.1927 -2.7116
105 H -6.8918 -0.9422 -0.3824
106 H -6.9668 -3.7427 -0.9902
107 H -4.5155 -0.5465 -6.2925
108 H 3.8101 2.8193 0.3473
109 H 6.4336 8.3963 8.4050
110 H 5.3005 12.2930 3.8303
111 H -9.3936 -0.5197 -5.1215
112 H -10.6865 1.5401 -5.8154
113 H -1.6413 8.9396 1.2426
114 H -6.6860 -2.4305 -2.2348
115 H 3.0944 0.5628 4.2729
116 H 5.8943 -8.6250 -2.4017
117 H -2.9658 -9.9920 -1.5852
118 H -0.3058 4.2847 0.9827
119 H 3.3664 -6.9072 -2.0660
120 H -0.3631 -2.0220 -3.7981
121 H -2.6591 8.8943 3.5369
122 H 6.4203 -1.2789 -0.0985
123 H 6.5608 -3.0897 -2.6617
124 H -7.2140 -10.1768 -1.8762
125 H -2.8350 -7.8467 -0.2879
126 H 1.4449 -0.5211 -3.3098
127 H 0.4139 0.9715 -3.5006
128 H 12.0718 -0.3413 -1.1077
129 H -1.6286 -8.9874 0.3118
130 H -7.3969 -9.2126 -0.3729
131 H -6.2555 -1.0813 5.4122
132 H -0.5921 4.2885 -1.7298
133 H 4.2301 11.1850 2.9249
134 H 12.3843 -0.1393 0.6487
135 H -4.1557 -3.2506 -0.6400
136 H -0.5189 -0.6922 -1.0161
137 H 0.2956 -1.5611 0.9824
138 H -2.9349 -0.5260 -3.9834
139 H 2.3634 0.5246 -1.5470
140 H -5.6708 -1.8394 -6.7254
141 H -0.2487 1.0700 -1.3327
142 H -8.2303 -1.8275 2.5668
143 H -1.8250 10.3860 3.9493
144 H 8.4389 -2.2943 0.8723
145 H 1.7424 6.1060 3.6294
146 H -4.8222 -1.6264 -3.1331
147 H -5.5416 -0.3638 -7.7401
148 H 3.0437 -1.8478 -2.6709
149 H 2.1211 7.2371 2.2993
150 H -6.5641 -2.6993 4.5431
151 H -7.1189 -3.3871 1.1791
152 H -5.0891 -1.3809 -0.1057
153 H -7.7304 -8.4681 -1.9590
154 H 8.2506 -0.6773 1.5393
155 H 7.2173 -4.3329 -1.5642
156 H -9.0112 1.9420 -5.4311
157 H -7.9529 -1.4452 4.6649
158 H -0.9080 10.4961 1.6090
159 H -2.2791 0.1176 -2.4070
160 H -10.0065 -0.6218 -6.7673
161 H -7.4775 -0.4344 1.6366
162 H 7.3465 0.1119 -0.6636
163 H 4.9558 -7.9323 -3.7171
164 H -3.1421 -8.7185 1.2076
165 H -0.4734 1.9910 2.2950
166 H -4.1712 -3.2325 -3.7292
167 H -3.1026 10.3900 2.7110

***

This record from OMol25 describes 2 unconnected molecules or ions with the total composition C4H8O3. The level of theory is wB97M-V/def2-TZVPD.

Results
HOMO energy	-9.91	eV
E	-382.901405	hartree
Kohn-Sham gap	0.383	Eh
energy above the lowest of the compared OMol25 structures with the same formula, charge and spin	39.8	kcal/mol

Element x y z (Å)
1 O -0.8309 2.2316 -1.2645
2 O -0.4886 -0.5745 -0.8895
3 O 1.1282 -1.1735 0.5405
4 C -0.1889 0.7045 1.0958
5 C 1.4108 -2.2460 -0.3631
6 C -1.3629 1.3320 0.9691
7 C 0.1073 -0.4017 0.1619
8 H -2.1526 0.9162 0.3520
9 H 0.5325 -2.8872 -0.4670
10 H -0.9996 1.2874 -1.4307
11 H -1.5866 2.2785 1.4500
12 H 2.2408 -2.7944 0.0796
13 H 0.5752 1.0187 1.7989
14 H 1.6767 -1.8577 -1.3494
15 H -0.0615 2.1660 -0.6835

***

- Number 3 is which compound?
  C4H8O3

***

- Which value of E does entry 3 give?
  -382.901405 hartree